No. 1
C13H44N8O9 | the ωB97M-V functional and the def2-TZVPD basis

Element x y z (Å)
1 N 2.580 1.157 -0.769
2 C 1.564 1.482 -1.529
3 N 0.687 2.173 -0.979
4 O 1.460 1.147 -2.889
5 H 3.522 0.794 -1.006
6 H 2.525 1.170 0.215
7 H 0.023 2.557 -1.695
8 H 0.740 2.672 -0.080
9 N -1.235 0.093 -3.049
10 C -2.180 0.946 -2.826
11 N -1.978 1.655 -1.691
12 O -3.272 1.125 -3.677
13 H -1.466 -0.539 -3.748
14 H -0.282 0.251 -2.913
15 H -2.759 2.335 -1.393
16 H -1.216 1.524 -1.085
17 N 1.922 4.718 3.013
18 C 1.976 4.018 1.940
19 N 3.061 4.150 1.252
20 O 0.904 3.326 1.402
21 H 1.017 4.667 3.552
22 H 2.763 4.806 3.591
23 H 3.172 3.903 0.250
24 H 3.804 4.800 1.641
25 N -1.466 -1.056 -0.410
26 C -1.086 -0.705 0.784
27 N -0.438 0.485 0.824
28 O -1.289 -1.528 1.868
29 H -1.958 -1.914 -0.542
30 H -1.470 -0.503 -1.279
31 H 0.020 0.597 1.727
32 H 0.111 0.824 0.013
33 C -3.621 -2.913 -2.427
34 C -4.993 -2.270 -2.303
35 O -5.271 -1.680 -3.529
36 H -3.356 -3.396 -1.399
37 H -2.870 -2.219 -2.725
38 H -3.596 -3.685 -3.114
39 H -5.023 -1.486 -1.523
40 H -5.785 -3.046 -2.087
41 H -6.113 -1.266 -3.459
42 C 0.564 -2.554 -3.032
43 C 1.807 -2.144 -2.167
44 O 2.939 -1.809 -2.958
45 H -0.268 -2.579 -2.396
46 H 0.701 -3.533 -3.452
47 H 0.301 -1.895 -3.886
48 H 2.090 -3.018 -1.578
49 H 1.576 -1.407 -1.415
50 H 3.204 -0.960 -2.697
51 C 0.678 0.855 3.632
52 C 2.201 0.821 3.429
53 O 2.627 0.748 2.090
54 H 0.362 0.959 4.701
55 H 0.209 -0.104 3.282
56 H 0.349 1.721 3.082
57 H 2.574 -0.044 3.921
58 H 2.691 1.671 3.913
59 H 3.570 0.734 2.082
60 C 1.652 -3.434 1.419
61 C 2.460 -2.158 1.327
62 O 3.730 -2.577 0.830
63 H 0.640 -3.190 1.703
64 H 2.073 -4.136 2.194
65 H 1.575 -3.830 0.434
66 H 2.533 -1.601 2.231
67 H 1.966 -1.374 0.769
68 H 4.399 -1.912 1.053
69 C -3.271 1.144 2.535
70 O -2.841 2.083 1.480
71 H -2.433 1.007 3.210
72 H -3.542 0.256 2.092
73 H -4.090 1.487 3.149
74 H -2.135 1.608 1.065

Results
Structure (SMILES): NC(N)=O.NC(N)=O.NC(N)=O.NC(N)=O.CCO.CCO.CCO.CCO.CO
2S+1: 1
Lowest unoccupied orbital energy, Eh: -0.02525



No. 2
C3H7N3O | the ωB97M-V functional and the def2-TZVPD basis

Element x y z (Å)
1 C 1.385 1.580 -0.150
2 N 1.258 0.151 -0.068
3 C 0.303 -0.680 0.066
4 N 0.642 -2.008 0.102
5 C -1.259 -0.643 0.181
6 N -1.983 0.444 -0.176
7 O -1.805 -1.665 0.567
8 H 2.456 1.800 -0.027
9 H 0.856 2.183 0.611
10 H 1.127 1.993 -1.139
11 H -0.043 -2.652 0.467
12 H 1.625 -2.149 0.261
13 H -1.569 1.296 -0.507
14 H -2.993 0.348 -0.187

Results
Structure (SMILES): C/N=C(/N)C(N)=O
2S+1: 1
Lowest unoccupied orbital energy, Eh: 0.03159



No. 3
C4H3NO | the ωB97M-V functional and the def2-TZVPD basis

Element x y z (Å)
1 N -3.411 0.316 -0.976
2 C -2.350 0.678 -0.843
3 C -1.033 1.211 -0.884
4 O -0.477 1.247 -1.961
5 H -0.538 1.671 0.018
6 C 0.818 -1.903 1.321
7 C 0.540 -1.989 2.494
8 H 1.222 -1.936 0.361
9 H 0.348 -1.791 3.489

Results
Structure (SMILES): N#CC=O.C#C
2S+1: 1
Lowest unoccupied orbital energy, Eh: -0.03036



Ordered E_tot results: -44540.017; -9742.167; -7730.196; unit eV.
Ordered HOMO level results: -0.327; -0.325; -0.405; unit hartree.
Ordered energy above the lowest of the compared OMol25 structures with the same formula, charge and spin results: 550.5; 83.6; 245.8; unit kJ/mol.